A structure of composition C36H51BClCoN7O4S3, computed with ωB97M-V/def2-TZVPD.

Summary:
E_LUMO (alpha / beta), eV: -0.98 / -1.80
Max |F|, eV Å⁻¹: 1.1
Highest occupied orbital energy (alpha / beta), eV: -7.640 / -7.883
ΔE to the lowest compared entry with this formula, charge and spin, eV: 0.000
Multiplicity: 4
<S²>: 3.7885
Gap between HOMO and LUMO (alpha / beta), eV: 6.6592 / 6.0847
E, a.u.: -5148.7963

Each line ends with the Mulliken spin population.
Geometry (Å):
Co1 -0.192 1.888 1.587  2.503
C1 4.624 3.162 0.165  0.001
C2 3.765 2.100 -0.450  -0.007
C3 4.172 1.345 -1.497  0.002
C4 3.313 0.355 -2.053  0.003
N1 2.106 0.203 -1.611  0.002
N2 1.690 0.952 -0.573  0.030
B1 0.215 0.683 -0.231  0.040
N3 -0.151 -0.723 0.309  0.045
N4 0.620 -1.767 0.049  -0.001
C5 0.269 -2.931 0.532  0.007
C6 -0.928 -3.081 1.264  0.000
C7 -1.740 -2.011 1.493  0.004
C8 -2.982 -2.096 2.321  0.001
C9 -1.293 -0.771 1.004  0.035
S1 -2.110 0.723 1.293  0.083
C10 1.220 -4.087 0.237  0.004
C11 2.660 -3.628 0.511  0.002
C12 0.909 -5.301 1.115  0.001
C13 1.052 -4.474 -1.243  0.004
N5 -0.709 0.978 -1.427  0.013
N6 -1.170 -0.114 -2.065  -0.003
C14 -1.969 0.038 -3.070  0.008
C15 -2.372 1.337 -3.497  0.002
C16 -1.929 2.441 -2.852  -0.001
C17 -2.358 3.822 -3.221  0.006
C18 -1.041 2.247 -1.735  -0.038
S2 -0.436 3.487 -0.776  0.065
C19 -2.473 -1.216 -3.771  0.000
C20 -1.921 -2.475 -3.102  0.001
C21 -2.011 -1.181 -5.235  0.000
C22 -4.006 -1.240 -3.710  0.001
C23 2.455 1.850 0.073  0.025
S3 1.902 2.687 1.437  0.008
C24 3.800 -0.565 -3.162  -0.001
C25 4.331 0.259 -4.341  0.000
C26 2.668 -1.474 -3.648  0.000
C27 4.936 -1.425 -2.575  0.000
H1 5.518 3.324 -0.434  0.000
H2 4.919 2.870 1.176  0.000
H3 4.068 4.097 0.254  0.001
H4 5.148 1.515 -1.936  0.000
H5 -1.191 -4.042 1.687  0.000
H6 -3.213 -3.133 2.558  0.000
H7 -3.834 -1.639 1.814  0.001
H8 -2.832 -1.548 3.255  -0.003
H9 2.792 -3.407 1.573  0.000
H10 2.883 -2.716 -0.042  -0.001
H11 3.363 -4.412 0.218  0.000
H12 0.950 -5.041 2.177  0.000
H13 1.656 -6.076 0.928  0.000
H14 -0.072 -5.728 0.889  0.000
H15 1.125 -3.595 -1.884  -0.001
H16 0.076 -4.940 -1.415  0.000
H17 1.830 -5.185 -1.536  0.000
H18 -3.055 1.441 -4.333  0.000
H19 -3.051 3.801 -4.062  0.000
H20 -1.495 4.440 -3.473  -0.002
H21 -2.839 4.298 -2.363  -0.001
H22 -0.831 -2.473 -3.110  0.000
H23 -2.277 -3.357 -3.640  0.000
H24 -2.245 -2.544 -2.061  -0.001
H25 -0.920 -1.200 -5.295  0.000
H26 -2.366 -0.285 -5.751  0.000
H27 -2.400 -2.052 -5.768  0.000
H28 -4.354 -1.191 -2.674  0.000
H29 -4.381 -2.164 -4.156  0.000
H30 -4.447 -0.403 -4.257  0.000
H31 3.550 0.910 -4.741  0.000
H32 4.654 -0.415 -5.137  0.000
H33 5.187 0.878 -4.065  0.000
H34 1.930 -0.906 -4.221  0.000
H35 2.154 -1.931 -2.803  0.000
H36 3.075 -2.260 -4.287  0.000
H37 5.822 -0.823 -2.361  0.000
H38 5.220 -2.204 -3.286  0.000
H39 4.621 -1.905 -1.645  0.000
O1 2.486 -0.532 2.016  -0.005
Cl1 1.681 -0.568 3.212  0.007
O2 2.399 -0.058 4.335  0.004
O3 1.223 -1.912 3.454  0.005
O4 0.472 0.270 3.005  0.024
C28 -4.003 1.655 4.764  0.001
N7 -2.784 1.670 5.548  0.001
C29 -2.704 0.525 6.427  0.000
C30 -1.581 1.795 4.729  0.011
C31 -1.451 3.152 4.052  -0.088
C32 -1.894 4.259 4.787  -0.003
C33 -1.769 5.550 4.307  0.008
C34 -1.163 5.762 3.079  0.002
C35 -0.710 4.676 2.344  -0.012
C36 -0.862 3.360 2.793  0.193
H40 -4.866 1.639 5.432  0.000
H41 -4.065 0.779 4.093  -0.002
H42 -4.059 2.554 4.147  0.001
H43 -3.595 0.479 7.055  0.000
H44 -1.830 0.613 7.074  0.000
H45 -2.621 -0.434 5.880  0.000
H46 -1.514 0.989 3.993  0.010
H47 -0.724 1.668 5.395  0.004
H48 -2.348 4.071 5.753  0.000
H49 -2.133 6.387 4.893  0.001
H50 -1.029 6.766 2.689  -0.001
H51 -0.214 4.884 1.408  0.002